{
  "formula": "C7H12ClN4O2",
  "method": "ωB97M-V with the def2-TZVPD basis set",
  "homo_ev": -14.15,
  "fmax_ev_per_a": 2.4,
  "smiles": "O=C(O)CCn1nnc[n+]1CCCCl",
  "mol_weight_da": 219.65,
  "total_energy_ha": -1103.3009,
  "total_charge": 1,
  "species": ["O", "C", "O", "C", "C", "N", "N", "N", "C", "N", "C", "C", "C", "Cl", "H", "H", "H", "H", "H", "H", "H", "H", "H", "H", "H", "H"],
  "xyz": [[1.73651, -2.60323, 0.10853], [2.28332, -1.57171, -0.00789], [3.11532, -1.41277, -1.09774], [2.08877, -0.48851, 1.07831], [2.07947, 0.96764, 0.54996], [1.01940, 1.26260, -0.44174], [1.35944, 1.91088, -1.50029], [0.32716, 2.13264, -2.27806], [-0.70463, 1.56264, -1.59987], [-0.29626, 1.01060, -0.45454], [-1.03755, 0.28259, 0.59785], [-2.57109, 0.15225, 0.34609], [-2.95876, -1.33174, 0.03082], [-3.09055, -2.30985, 1.54349], [2.87835, -0.61060, -1.59537], [2.93987, -0.56005, 1.79008], [1.18738, -0.76907, 1.64858], [3.04334, 1.12858, 0.02467], [2.07456, 1.72548, 1.36176], [-1.73719, 1.58863, -1.96151], [-0.84864, 0.71331, 1.59856], [-0.63001, -0.75262, 0.60808], [-3.12869, 0.42119, 1.25995], [-2.96327, 0.75790, -0.49049], [-3.94254, -1.40014, -0.46915], [-2.22368, -1.80666, -0.65009]],
  "forces_ev_per_angstrom": [[-0.9, -1.5, 0.6], [0.4, 0.7, -0.5], [-0.5, 1.1, 0.5], [0.3, 0.5, -0.2], [0.9, -0.6, 1.0], [0.6, 0.0, 0.1], [0.6, 0.5, -0.9], [-0.9, -1.2, 1.9], [-0.4, 0.6, -1.0], [-0.3, 0.6, -0.4], [-0.6, -1.2, 0.7], [-0.4, -0.9, -0.2], [-0.1, 0.2, -0.3], [0.3, 0.4, -0.6], [0.5, -0.1, 0.2], [-0.4, 0.1, -0.5], [0.5, 0.2, -0.3], [-0.8, 0.1, 0.0], [-0.4, -0.5, -0.5], [0.6, -0.2, 0.3], [0.2, 0.2, -0.7], [-0.1, 0.7, 0.0], [0.4, 0.2, -0.5], [0.3, 0.0, 0.5], [0.5, 0.2, 0.4], [-0.3, 0.2, 0.5]]
}



{
  "formula": "C16H40BrGaO10P3",
  "method": "ωB97M-V with the def2-TZVPD basis set",
  "homo_ev": -5.37,
  "fmax_ev_per_a": 7.5,
  "mol_weight_da": 635.04,
  "total_energy_ha": -6909.1550,
  "total_charge": -1,
  "species": ["C", "C", "O", "P", "O", "C", "C", "Ga", "C", "C", "Br", "C", "C", "P", "O", "O", "O", "O", "C", "C", "H", "H", "H", "H", "H", "H", "H", "H", "H", "H", "H", "H", "H", "H", "H", "H", "H", "H", "H", "H", "H", "H", "H", "H", "H", "O", "P", "O", "C", "C", "O", "C", "C", "O", "C", "C", "H", "H", "H", "H", "H", "H", "H", "H", "H", "H", "H", "H", "H", "H", "H"],
  "xyz": [[0.53606, -4.96079, 1.65736], [0.03877, -3.92876, 0.60322], [1.00314, -2.92288, 0.23154], [1.30260, -1.85266, 1.39603], [1.93403, -2.39717, 2.61926], [-0.14101, -0.83688, 1.88841], [-1.39158, -0.90484, 0.93569], [-2.99703, -1.58156, 2.03780], [-2.62944, -3.29820, 3.05788], [-3.77941, -0.13880, 3.27642], [-5.65553, -0.68936, 3.70787], [-3.03411, 0.00310, 4.63901], [-2.17275, 1.29552, 4.69591], [-4.67628, -2.13404, 0.43070], [-4.05096, -2.64481, -0.81586], [-5.65749, -0.83624, 0.07086], [-5.68941, -3.27957, 1.11154], [2.38522, -0.80011, 0.72136], [3.15619, -0.12938, 1.72032], [4.51169, -0.82487, 2.00519], [-0.09007, -4.83298, 2.55447], [1.57065, -4.79267, 1.97286], [0.36124, -5.98002, 1.29131], [-0.17323, -4.48910, -0.31824], [-0.92700, -3.52857, 0.93647], [-0.40674, -1.10426, 2.92295], [0.22992, 0.20206, 1.94710], [-1.22007, -1.52997, 0.05184], [-1.63372, 0.12247, 0.61714], [-3.48302, -3.59082, 3.69303], [-2.49139, -4.14572, 2.36279], [-1.72958, -3.26643, 3.69983], [-3.84338, 0.83979, 2.78101], [-2.46030, -0.90795, 4.86195], [-3.79850, 0.09418, 5.42504], [-1.21989, 1.10194, 4.17548], [-1.99365, 1.54240, 5.74940], [-2.64151, 2.12447, 4.14640], [-5.60018, -0.16988, 0.77216], [-6.56724, -2.87025, 1.17487], [2.59226, 0.08535, 2.63813], [3.40564, 0.85817, 1.28834], [5.29849, -0.11809, 2.29343], [4.75639, -1.44888, 1.13848], [4.33742, -1.49109, 2.86425], [2.52189, 2.09835, -5.35023], [1.67849, 2.65359, -4.24234], [1.66645, 4.25942, -4.57097], [0.89627, 4.73262, -5.67140], [-0.59279, 4.73065, -5.36688], [2.79310, 2.65071, -3.02913], [3.92630, 1.78720, -3.08577], [5.14003, 2.50814, -3.64005], [0.47484, 2.81070, -3.11503], [-0.09836, 1.60708, -2.54236], [0.84897, 0.87713, -1.61102], [1.11119, 4.13504, -6.56334], [1.22567, 5.75355, -5.86900], [-0.96779, 3.71046, -5.25974], [-1.15021, 5.21545, -6.17026], [-0.79378, 5.24898, -4.42930], [3.70208, 0.88832, -3.66014], [4.13308, 1.45999, -2.06365], [4.90424, 3.05940, -4.55041], [5.94410, 1.80244, -3.85621], [5.50818, 3.23944, -2.91750], [-0.43310, 0.94844, -3.34679], [-0.98111, 1.92448, -1.98814], [1.63184, 0.36416, -2.17320], [0.31035, 0.12438, -1.03547], [1.33484, 1.56801, -0.92266]],
  "forces_ev_per_angstrom": [[-0.6, 0.5, 0.3], [-0.3, -1.7, -0.1], [0.0, 1.3, 0.7], [1.1, 0.8, 1.2], [-0.3, -0.5, -0.2], [-0.5, 0.0, -0.9], [-0.1, 0.4, 0.8], [0.0, -0.3, -0.2], [0.1, -0.3, 0.1], [0.7, -0.3, 0.4], [0.1, 0.2, -0.3], [-0.8, 0.8, -0.3], [0.3, -1.0, -0.4], [0.8, -0.1, 0.3], [-0.5, -0.1, 0.0], [-0.1, -0.5, 0.2], [-0.2, 1.2, -0.7], [-1.2, -1.1, 0.0], [1.4, 1.4, -0.4], [-1.3, -0.6, 0.8], [0.3, -0.1, -0.2], [-0.2, -0.1, -0.3], [0.3, 0.2, 0.0], [0.1, 0.5, 0.1], [0.4, 0.4, -0.1], [0.4, -0.2, -0.3], [0.1, -0.4, -0.1], [-0.1, 0.2, 0.1], [0.1, -0.4, -0.2], [0.2, 0.3, -0.2], [0.0, 0.3, 0.1], [-0.3, 0.1, -0.2], [-0.3, -0.2, 0.3], [0.0, 0.3, 0.0], [0.3, -0.1, -0.1], [-0.1, 0.2, 0.3], [0.2, 0.2, -0.4], [-0.1, -0.2, 0.5], [-0.1, -0.3, 0.0], [0.1, -0.3, 0.1], [0.0, -0.4, -0.2], [-0.4, -0.3, 0.0], [-0.2, -0.1, -0.4], [0.3, 0.3, 0.2], [0.3, 0.0, -0.4], [-3.2, -1.7, -0.4], [4.9, 4.7, 3.1], [-0.6, -0.6, 0.0], [-0.2, 0.1, -0.1], [0.0, -0.1, 0.0], [-0.5, -0.5, -0.1], [0.3, 0.0, -0.1], [0.1, 0.2, 0.0], [-0.5, -1.9, -2.6], [-0.2, -0.4, 0.5], [0.2, 0.0, -0.2], [0.0, 0.0, 0.0], [0.1, -0.1, 0.1], [0.0, 0.0, 0.0], [0.0, 0.0, 0.0], [0.0, 0.0, 0.0], [0.0, 0.1, -0.1], [-0.1, 0.1, 0.0], [-0.1, -0.2, -0.1], [0.0, 0.0, 0.0], [0.0, 0.0, 0.0], [-0.1, 0.0, 0.0], [0.0, 0.2, -0.1], [0.0, 0.0, 0.1], [-0.1, 0.0, -0.1], [-0.1, 0.0, 0.0]]
}



{
  "formula": "C20H22N2O5Se2W",
  "method": "ωB97M-V with the def2-TZVPD basis set",
  "homo_ev": -7.55,
  "fmax_ev_per_a": 2.6,
  "mol_weight_da": 712.17,
  "total_energy_ha": -6130.9097,
  "total_charge": 0,
  "species": ["W", "C", "O", "C", "C", "C", "C", "C", "C", "N", "N", "C", "O", "C", "C", "C", "C", "C", "C", "C", "O", "H", "H", "H", "H", "H", "H", "H", "H", "H", "H", "H", "H", "O", "C", "C", "C", "O", "C", "Se", "C", "Se", "H", "H", "H", "H", "H", "H", "H", "H", "H", "H"],
  "xyz": [[0.12710, -0.58064, 0.17227], [-3.15630, -3.28614, -1.36373], [-3.80600, -3.01464, -0.12863], [-3.04200, -2.91874, 1.00507], [-3.60190, -3.29444, 2.22217], [-2.86980, -3.22974, 3.39667], [-1.54430, -2.82904, 3.39027], [-0.97700, -2.39894, 2.20067], [0.38860, -1.81134, 2.04017], [0.40000, -0.44154, 2.19797], [1.60210, 0.12236, 2.51007], [2.40050, 0.25346, 1.48537], [1.98230, -0.23304, 0.31247], [3.71340, 0.86626, 1.56927], [4.54270, 0.81286, 0.44447], [5.81170, 1.35076, 0.48967], [6.27020, 1.96006, 1.64787], [5.44230, 2.03756, 2.76037], [4.17280, 1.49576, 2.72947], [-1.73830, -2.39824, 1.02037], [-1.11020, -1.94734, -0.08643], [-3.82290, -3.93774, -1.93203], [-2.20280, -3.79424, -1.21993], [-2.97590, -2.37254, -1.94183], [-4.62140, -3.64534, 2.23307], [-3.34320, -3.50174, 4.32737], [-0.96350, -2.81004, 4.30017], [1.24800, -2.37184, 2.43707], [4.17470, 0.34056, -0.45453], [6.44520, 1.29646, -0.38193], [7.26530, 2.37886, 1.68517], [5.79270, 2.52456, 3.65987], [3.52050, 1.55046, 3.58677], [-2.26290, 0.13766, -0.90323], [-2.43150, 0.79696, -2.15943], [-1.28060, 1.78046, -2.44353], [-1.77820, 2.71316, -3.58163], [-0.76240, 3.62686, -3.90283], [-0.00300, 1.10366, -2.95713], [0.46920, -0.74904, -2.20993], [-1.01240, 2.68766, -1.24203], [-0.34280, 1.81886, 0.43767], [-3.06310, -0.38324, -0.72903], [-3.37260, 1.35956, -2.12633], [-2.47310, 0.05536, -2.96683], [-2.68010, 3.24436, -3.24403], [-2.04230, 2.09926, -4.45543], [-1.08620, 4.24176, -4.56933], [0.85900, 1.73996, -2.75703], [-0.07140, 0.92436, -4.02933], [-1.92990, 3.20396, -0.95403], [-0.26050, 3.42566, -1.52163]],
  "forces_ev_per_angstrom": [[-0.4, 1.1, -0.7], [0.1, -0.2, -0.4], [-0.1, 0.3, 0.3], [0.3, 0.2, -0.1], [0.1, 0.1, -0.2], [0.0, -0.1, 0.0], [0.2, 0.2, -0.2], [-0.4, -0.3, -0.3], [-0.5, 0.9, 0.5], [-0.2, 0.5, 0.0], [2.2, 0.9, 0.4], [-1.7, -0.6, 1.9], [1.8, -0.4, -0.2], [0.8, 0.3, -0.3], [-0.4, -0.1, 0.2], [0.2, 0.1, 0.1], [-0.1, 0.0, 0.0], [0.1, 0.0, 0.0], [-0.3, -0.2, -0.2], [0.0, -1.2, 1.1], [-1.5, -1.7, -0.4], [0.0, 0.1, 0.1], [-0.1, 0.0, 0.0], [0.0, -0.1, 0.2], [-0.1, 0.0, -0.1], [0.0, -0.1, 0.1], [0.0, 0.0, 0.1], [0.0, 0.2, -0.8], [0.0, 0.0, 0.0], [0.1, 0.0, -0.1], [0.1, 0.0, 0.0], [0.0, 0.0, 0.0], [-0.1, 0.0, 0.1], [-0.7, 0.4, -0.5], [0.1, 0.1, -0.1], [-0.2, 0.0, 0.0], [-0.4, -0.5, 0.2], [0.4, 0.3, -0.2], [0.7, -0.5, 0.6], [-0.2, 1.0, -2.1], [0.1, -0.8, 0.3], [-0.1, 0.5, 0.4], [0.3, 0.0, 0.0], [0.0, 0.0, -0.1], [0.0, 0.1, 0.0], [0.0, -0.1, 0.0], [0.0, 0.0, 0.1], [0.0, -0.1, 0.1], [-0.1, -0.1, -0.1], [0.0, -0.1, 0.1], [0.0, 0.0, 0.1], [0.0, -0.1, 0.2]]
}



{
  "formula": "C22H41Cl3GdN3O5Si",
  "method": "ωB97M-V with the def2-TZVPD basis set",
  "homo_ev": [-6.81, -6.81],
  "fmax_ev_per_a": 2.2,
  "relative_energy_kcal_mol": 23.5,
  "mol_weight_da": 719.28,
  "total_energy_ha": -3839.2139,
  "multiplicity": 8,
  "s2": 15.8778,
  "total_charge": 0,
  "species": ["C", "C", "H", "H", "H", "C", "C", "H", "H", "H", "H", "Gd", "Cl", "Cl", "C", "O", "N", "C", "C", "H", "H", "H", "H", "H", "H", "H", "H", "H", "C", "C", "N", "H", "C", "O", "H", "H", "H", "H", "O", "C", "C", "C", "H", "C", "H", "C", "H", "C", "C", "H", "H", "H", "Si", "Cl", "C", "C", "C", "H", "H", "H", "H", "H", "H", "H", "H", "H", "N", "C", "C", "O", "O", "H", "H", "H", "H", "H"],
  "xyz": [[-0.15870, -2.74623, -7.09821], [-1.02006, -3.95035, -7.11078], [0.89468, -2.99716, -7.26040], [-0.19210, -2.26958, -6.11712], [-0.49109, -2.04143, -7.87480], [-0.85217, -4.84671, -8.09106], [0.22564, -4.81957, -9.13828], [-1.61356, -5.61571, -8.24851], [1.25060, -4.67397, -8.76469], [0.06644, -4.01459, -9.87524], [0.20058, -5.79196, -9.65292], [-0.78104, -0.95606, -1.07134], [-1.61084, 1.46011, -0.70568], [-3.02621, -1.08951, -2.44175], [-3.15437, -1.70155, 0.58996], [-1.88609, -1.86857, 0.76115], [-4.03245, -2.70639, 0.60506], [-3.62481, -4.05015, 1.02306], [-5.42933, -2.46456, 0.21499], [-3.51963, -0.70406, 0.31415], [-2.82934, -3.94010, 1.76949], [-3.26481, -4.66401, 0.17997], [-4.47360, -4.55093, 1.50277], [-5.57480, -1.38106, 0.28870], [-6.09652, -2.97097, 0.93298], [-5.64312, -2.79374, -0.82372], [4.73122, -1.02302, -2.21624], [2.32732, -2.91350, -3.44971], [4.68837, -1.91143, -1.56336], [3.05847, -3.40854, -2.76472], [3.38169, -2.56477, -1.60659], [4.93378, -1.63524, -0.53787], [2.41104, -2.15141, -0.77963], [1.18552, -2.18153, -1.06020], [2.65113, -4.37511, -2.40757], [2.75617, -1.79618, 0.22234], [5.44430, -2.62056, -1.92121], [4.01659, -3.57540, -3.27348], [-1.96166, -3.84991, -4.84551], [-2.27170, -3.93616, -6.20249], [-2.67870, -6.42168, -6.20277], [-3.18085, -5.13005, -6.34359], [-1.59935, -6.55384, -6.19668], [-3.55600, -7.51030, -6.20587], [-2.78396, -2.98466, -6.45417], [-4.53764, -4.85391, -6.37627], [-3.15794, -8.52355, -6.15757], [-4.92930, -7.25432, -6.35630], [-5.42152, -5.93512, -6.39370], [-4.85368, -3.82915, -6.49524], [-5.62717, -8.10674, -6.35068], [-6.48345, -5.75333, -6.51478], [-1.64157, -4.59652, -3.31782], [0.14353, -2.89576, -3.98730], [-0.95915, -6.35764, -3.42080], [-3.56984, -4.70230, -2.90185], [-1.16299, -4.13100, -1.49083], [-1.72782, -7.03473, -3.83180], [-0.71696, -6.67392, -2.38741], [-0.07099, -6.34513, -4.07609], [-0.07294, -3.86793, -1.34757], [-1.40847, -5.05584, -0.83441], [-1.83034, -3.25004, -1.10244], [-4.09812, -5.24371, -3.71559], [-3.84931, -3.62571, -2.89472], [-3.73401, -5.19356, -1.91979], [-0.34928, 1.71755, 2.23767], [0.86434, 0.93140, 2.67015], [1.48020, 0.19188, 1.46861], [2.64327, -0.20839, 1.50068], [0.61113, 0.04354, 0.53088], [-0.13707, 2.71934, 2.34850], [-1.13303, 1.51512, 2.87193], [-0.66033, 1.51633, 1.24560], [1.57750, 1.61889, 3.11463], [0.50839, 0.21214, 3.41661]],
  "forces_ev_per_angstrom": [[0.4, 0.7, 0.6], [-0.8, -0.6, -0.7], [-0.1, 0.1, -0.2], [-0.1, 0.1, -0.5], [0.1, -0.1, 0.1], [-0.5, 0.0, 0.2], [0.2, -0.2, -0.3], [0.3, 0.1, 0.2], [-0.4, 0.0, 0.2], [-0.1, -0.3, 0.1], [0.2, 0.4, -0.1], [0.1, -0.9, -0.7], [-0.2, 0.6, 0.3], [0.4, 0.0, 0.2], [0.8, -1.2, -0.5], [-1.8, 0.6, 0.0], [0.4, 0.7, 0.2], [0.2, -0.2, 0.1], [0.1, 0.2, 0.1], [-0.2, -0.3, 0.2], [-0.1, -0.1, -0.3], [-0.2, 0.4, 0.4], [0.1, 0.2, -0.2], [-0.3, -0.3, -0.2], [0.3, 0.2, -0.4], [0.3, 0.1, 0.6], [-0.2, -0.3, 0.3], [0.6, -0.6, 0.6], [0.2, -0.5, 0.1], [0.1, 0.3, -0.5], [-0.7, 0.3, 0.2], [-0.1, 0.1, -0.1], [0.1, 0.2, 0.2], [1.3, -0.3, 0.3], [0.1, 0.6, -0.3], [-0.2, 0.1, -0.9], [-0.1, 0.2, 0.2], [-0.4, -0.2, 0.0], [-0.4, -0.5, 0.9], [1.0, -0.3, -0.1], [-0.5, -0.3, -0.5], [0.1, 0.8, 0.2], [-0.3, -0.1, 0.2], [-0.1, 0.8, -0.3], [-0.1, -0.5, 0.0], [-0.1, -1.4, -0.6], [-0.2, 0.2, 0.0], [-0.2, -0.1, 0.6], [0.3, -0.4, -0.3], [-0.2, 0.1, 0.2], [0.3, 0.5, -0.1], [0.0, -0.1, 0.1], [-2.1, 0.4, -0.6], [1.1, 0.8, 1.6], [0.1, 0.3, -0.2], [1.0, -0.1, -0.3], [0.0, 0.5, 0.9], [0.4, 0.3, 0.1], [0.1, 0.0, -0.6], [-0.2, -0.4, 0.4], [-1.3, -0.5, -0.1], [0.3, 1.5, -1.0], [1.0, -1.8, -0.7], [0.1, 0.4, 0.6], [-0.2, -0.7, 0.1], [-0.2, 0.3, -0.5], [-0.1, 0.5, 0.8], [-0.1, -0.1, 0.1], [-0.2, -0.8, -1.1], [-1.0, 0.7, 0.6], [0.9, 0.2, 0.8], [-0.3, -0.4, -0.4], [0.2, 0.1, -0.5], [0.3, -0.1, -0.1], [0.0, -0.1, 0.1], [0.4, 0.1, -0.2]]
}